Record 1
{
  "formula": "C11H18",
  "method": "wB97M-V/def2-TZVPD",
  "total_energy_ev": -11697.3643,
  "orbital_gap_ev": [2.7, 7.1],
  "mol_weight_g_mol": 150.27,
  "total_charge": -1,
  "e_homo_ev": [0.9, -3.6],
  "max_force_ev_per_a": 1.1,
  "e_above_lowest_ev": 0.511,
  "spin_multiplicity": 2,
  "elements": ["C", "C", "C", "C", "H", "H", "H", "H", "H", "H", "H", "H", "H", "H", "C", "C", "C", "C", "C", "C", "C", "H", "H", "H", "H", "H", "H", "H", "H"],
  "coordinates": [[1.078448, 1.843606, 0.647421], [2.083976, 2.977578, 1.002966], [-0.060576, 1.742685, 1.665792], [0.536346, 1.990795, -0.789231], [1.677936, 0.928395, 0.628904], [3.091739, 2.586031, 1.162923], [-1.016802, 1.785140, 1.145760], [-0.070678, 0.841527, 2.281435], [-0.084991, 2.570879, 2.392441], [1.251602, 2.562998, -1.380807], [0.449366, 1.008599, -1.248936], [-0.430554, 2.480163, -0.808603], [1.720719, 3.550681, 1.860382], [2.188153, 3.688955, 0.188581], [1.437272, -2.298867, 0.535871], [-0.897632, -1.369132, 0.757599], [0.208413, -1.709426, -0.104783], [-2.061646, -0.803491, 0.208185], [-0.027714, -1.695588, -1.456879], [-2.253243, -0.735466, -1.157846], [-1.246688, -1.259276, -2.022069], [-0.852179, -1.486826, 1.837909], [-2.820197, -0.352945, 0.839555], [1.372376, -2.357183, 1.622093], [2.346168, -1.731696, 0.324565], [0.779128, -1.854845, -2.167159], [-3.184615, -0.326524, -1.519226], [-1.424166, -1.394779, -3.085880], [1.623072, -3.308858, 0.154868]],
  "forces_ev_per_angstrom": [[0.552, 0.261, -0.183], [-0.333, -0.040, -0.133], [-0.421, 0.181, 0.554], [0.575, -0.198, 0.214], [-0.324, -0.111, 0.245], [-0.101, 0.062, 0.355], [-0.095, -0.250, 0.050], [0.145, -0.107, -0.320], [0.247, 0.046, -0.307], [-0.048, 0.080, -0.191], [-0.334, -0.065, -0.024], [-0.179, 0.153, -0.080], [0.372, -0.111, 0.104], [-0.084, 0.147, -0.226], [0.449, 0.091, -0.448], [0.180, -0.176, 0.360], [-0.867, -0.310, 0.607], [-0.206, 0.346, -0.885], [0.460, 0.647, -0.118], [0.312, -0.283, 0.629], [-0.518, -0.093, -0.240], [0.323, 0.001, -0.101], [-0.088, -0.152, 0.246], [-0.268, 0.015, 0.030], [0.080, 0.118, -0.081], [0.231, -0.508, 0.091], [-0.104, 0.142, -0.281], [0.054, 0.198, 0.054], [-0.010, -0.082, 0.079]]
}


Record 2
{
  "formula": "C32H21BrN9O3S4Sc",
  "method": "wB97M-V/def2-TZVPD",
  "total_energy_ev": -187168.0678,
  "orbital_gap_ev": 6.9,
  "mol_weight_g_mol": 832.71,
  "total_charge": 0,
  "e_homo_ev": -7.8,
  "max_force_ev_per_a": 0.3,
  "elements": ["Sc", "N", "C", "S", "N", "N", "C", "C", "C", "C", "C", "C", "C", "O", "H", "H", "H", "H", "H", "H", "H", "S", "N", "C", "C", "C", "C", "C", "N", "C", "C", "N", "C", "C", "C", "C", "C", "N", "H", "H", "H", "H", "H", "H", "Br", "C", "C", "C", "C", "C", "N", "H", "H", "H", "H", "O", "S", "O", "N", "C", "S", "C", "C", "C", "C", "C", "C", "H", "H", "H", "H"],
  "coordinates": [[-0.479379, -0.029932, -0.453217], [-4.695307, 0.242733, -0.052185], [-3.447036, -0.305568, -0.032978], [-2.363815, 0.194243, 1.264583], [-3.178779, -1.199107, -0.941090], [-1.880476, -1.672675, -0.815082], [-1.686995, -2.933025, -0.830860], [-0.395149, -3.514225, -0.500822], [-0.151041, -4.855737, -0.811063], [1.023646, -5.479169, -0.444001], [1.968809, -4.753771, 0.281643], [1.744771, -3.435737, 0.621987], [0.567668, -2.774638, 0.232569], [0.395693, -1.509644, 0.546037], [-4.782781, 1.133440, 0.405200], [-5.186207, 0.142024, -0.928056], [-2.534832, -3.589933, -1.023128], [-0.910652, -5.404704, -1.356225], [1.202290, -6.513564, -0.702501], [2.892826, -5.229492, 0.587375], [2.479213, -2.869807, 1.181409], [6.407462, 3.387858, -1.861720], [5.078236, 3.966672, -1.149873], [4.175317, 3.001720, -1.188297], [2.833049, 3.078073, -0.644382], [2.325586, 4.195829, 0.014529], [1.046168, 4.148044, 0.523849], [0.307083, 2.980143, 0.368602], [0.783034, 1.911625, -0.257680], [2.020626, 1.950742, -0.769848], [2.489181, 0.740274, -1.451229], [1.612144, -0.271032, -1.543090], [2.000849, -1.387479, -2.136148], [3.294222, -1.577538, -2.625957], [4.196370, -0.547440, -2.535713], [3.786515, 0.650918, -1.946633], [4.643244, 1.813348, -1.810613], [5.895275, 1.901231, -2.227549], [2.947335, 5.075640, 0.117068], [0.614931, 4.992224, 1.041714], [-0.703129, 2.893235, 0.750815], [1.262009, -2.172578, -2.231475], [3.552860, -2.519251, -3.087385], [5.206226, -0.633659, -2.913750], [3.436260, -0.030157, 1.783639], [1.939331, -0.110302, 2.960038], [2.016489, -0.984884, 4.032013], [0.942678, -1.014648, 4.901732], [-0.131745, -0.171843, 4.668817], [-0.094305, 0.649467, 3.557356], [0.923196, 0.678010, 2.689366], [2.885469, -1.610852, 4.169362], [0.950437, -1.685534, 5.750539], [-0.992366, -0.156394, 5.321721], [-0.925508, 1.306249, 3.332235], [-1.888887, 1.750089, -1.222702], [-1.913448, 1.663705, -2.686001], [-3.207207, 1.523758, -3.280725], [-0.834063, 0.511810, -3.051158], [0.056848, 0.955640, -3.968964], [1.115601, 0.028080, -4.818667], [-0.008071, 2.446687, -4.143127], [0.823487, 3.263632, -4.892458], [0.583527, 4.629843, -4.882785], [-0.476680, 5.172387, -4.157428], [-1.325779, 4.356272, -3.421974], [-1.051271, 3.002635, -3.425526], [1.633446, 2.825897, -5.460783], [1.225358, 5.286057, -5.455897], [-0.647896, 6.240650, -4.174331], [-2.162022, 4.764844, -2.870922]],
  "forces_ev_per_angstrom": [[-0.029, -0.226, -0.189], [-0.007, 0.037, 0.002], [0.054, -0.067, -0.037], [-0.186, 0.054, 0.137], [-0.072, 0.021, 0.017], [-0.010, 0.069, 0.045], [0.058, 0.058, 0.001], [-0.042, -0.005, -0.010], [0.009, -0.003, 0.003], [-0.010, 0.012, 0.001], [0.000, -0.014, -0.006], [0.016, 0.010, 0.012], [0.040, -0.043, 0.041], [-0.011, 0.047, -0.151], [-0.001, -0.013, 0.000], [-0.012, -0.003, 0.007], [-0.002, 0.009, -0.011], [0.001, -0.005, 0.000], [-0.003, -0.004, -0.002], [0.002, -0.004, -0.003], [-0.010, 0.007, 0.000], [-0.025, -0.038, 0.064], [-0.018, 0.006, -0.049], [0.001, 0.048, 0.020], [-0.007, -0.003, -0.004], [-0.004, -0.004, 0.007], [0.006, -0.028, -0.018], [0.014, 0.020, 0.017], [-0.035, 0.082, 0.005], [0.009, 0.019, 0.013], [0.011, 0.001, 0.003], [0.092, 0.065, 0.014], [0.000, -0.014, -0.007], [-0.010, 0.023, 0.004], [-0.025, 0.002, 0.010], [0.020, -0.002, -0.009], [0.054, -0.034, 0.003], [-0.030, 0.021, -0.054], [-0.007, 0.004, 0.006], [-0.007, 0.001, 0.005], [0.003, 0.002, 0.002], [0.006, 0.000, 0.004], [-0.001, -0.005, -0.002], [0.001, -0.017, -0.008], [0.019, 0.029, -0.046], [-0.045, -0.002, -0.064], [0.060, -0.005, -0.046], [-0.022, -0.007, 0.029], [-0.024, 0.001, -0.007], [-0.059, 0.037, -0.124], [0.124, -0.030, 0.239], [-0.002, 0.001, 0.005], [-0.006, -0.001, 0.007], [-0.004, -0.007, 0.003], [-0.002, 0.012, 0.005], [0.032, -0.028, 0.038], [0.119, -0.084, -0.041], [0.030, 0.004, 0.051], [-0.132, -0.032, 0.189], [0.006, -0.026, -0.060], [0.052, 0.002, -0.020], [-0.040, 0.019, 0.020], [-0.011, -0.037, 0.028], [-0.006, 0.024, 0.008], [-0.006, 0.006, 0.003], [0.047, -0.005, -0.004], [0.040, 0.045, -0.092], [-0.002, -0.005, -0.004], [-0.003, 0.017, 0.004], [0.016, 0.006, -0.010], [-0.014, -0.017, 0.006]]
}


Record 3
{
  "formula": "C3H4OS",
  "method": "wB97M-V/def2-TZVPD",
  "total_energy_ev": -16052.2551,
  "orbital_gap_ev": [8.4, 7.3],
  "mol_weight_g_mol": 88.13,
  "total_charge": 0,
  "e_homo_ev": [-9.8, -8.7],
  "max_force_ev_per_a": 1.7,
  "e_above_lowest_ev": 5.855,
  "elements": ["C", "C", "C", "O", "S", "H", "H", "H", "H"],
  "coordinates": [[-0.564273, -0.399853, 0.183428], [-1.697572, 0.071457, 0.202601], [2.096538, -0.017230, -0.039801], [-4.087378, 0.249175, -0.755713], [-3.340672, 0.336626, 0.505856], [0.620046, -0.260641, 0.069129], [2.295098, -0.332929, -1.047752], [2.452184, -0.678346, 0.731187], [2.226029, 1.031740, 0.151064]],
  "forces_ev_per_angstrom": [[0.256, 1.006, -0.194], [0.555, -0.705, 0.173], [1.245, 0.216, -0.082], [-0.469, -0.024, -0.714], [0.459, 0.123, 0.622], [-1.616, -0.613, 0.197], [-0.151, -0.123, -0.306], [-0.113, -0.198, 0.225], [-0.168, 0.318, 0.079]]
}